13
Properties=species:S:1:pos:R:3 method="wB97M-V/def2-TZVPD" lumo_ev=1.15 homo_energy_ev=-8.79 gap_ha=0.365 smiles="C=COCC" total_charge=0 de_lowest_ev=1.298
C 1.49 0.99 0.79
C 1.66 -0.19 0.19
O 0.64 -0.89 -0.36
C -0.50 -0.13 -0.79
C -1.72 -0.58 -0.01
H 2.31 1.65 1.02
H 0.48 1.31 1.03
H 2.62 -0.70 0.09
H -0.57 -0.33 -1.86
H -0.37 0.95 -0.68
H -1.62 -0.29 1.05
H -1.79 -1.67 -0.06
H -2.63 -0.12 -0.40